[1]
Computed, not measured: a cluster of 4 separate species, C18H38BFN3O13S in total, with wB97M-V/def2-TZVPD.

The charge is +1. The frontier orbital gap comes out at 9.14 eV. The multiplicity is 1.

Atoms and positions in Å:
N 0.104 3.343 -1.022
C -1.001 3.714 -0.555
C -1.669 3.179 0.686
C -3.183 2.939 0.487
O -3.991 3.707 1.336
C -3.878 3.422 2.722
C -3.318 2.034 3.098
N -3.333 0.973 2.005
C -3.591 1.459 0.605
B -2.804 0.535 -0.491
N -1.434 0.151 -0.178
O -3.396 0.131 -1.629
S -5.387 1.381 0.391
O -5.728 2.081 -0.789
O -6.000 1.586 1.656
F -5.541 -0.148 0.103
H 0.531 2.621 -0.435
H -1.549 4.503 -1.075
H -1.134 2.293 1.035
H -1.567 3.931 1.477
H -3.468 3.237 -0.525
H -4.878 3.537 3.134
H -3.235 4.168 3.197
H -3.874 1.627 3.938
H -2.279 2.118 3.410
H -4.001 0.245 2.266
H -2.410 0.517 1.991
H -1.264 -0.833 -0.372
H -0.811 0.695 -0.772
H -4.107 0.674 -2.000
C -4.262 -4.636 1.516
C -4.005 -4.664 3.007
O -2.646 -5.024 3.305
C -1.740 -4.063 3.193
O -1.955 -2.910 2.887
O -0.551 -4.573 3.472
C 0.550 -3.663 3.363
H -3.979 -5.586 1.063
H -5.321 -4.462 1.324
H -3.686 -3.846 1.034
H -4.603 -5.434 3.488
H -4.237 -3.710 3.478
H 0.374 -2.767 3.953
H 0.721 -3.401 2.320
H 1.421 -4.184 3.747
C 6.947 -2.719 0.025
C 6.301 -2.435 1.362
O 4.949 -2.932 1.419
C 4.837 -4.239 1.649
O 5.738 -5.011 1.837
O 3.536 -4.551 1.641
C 3.273 -5.948 1.825
H 6.333 -2.327 -0.786
H 7.929 -2.248 -0.020
H 7.073 -3.790 -0.126
H 6.206 -1.364 1.530
H 6.876 -2.861 2.184
H 3.778 -6.328 2.710
H 3.592 -6.513 0.951
H 2.198 -6.042 1.950
C 3.013 3.426 -7.784
C 3.957 3.219 -6.621
O 3.905 4.317 -5.691
C 2.882 4.306 -4.844
O 2.025 3.460 -4.768
O 2.955 5.402 -4.089
C 1.882 5.550 -3.156
H 3.210 4.383 -8.267
H 3.147 2.631 -8.517
H 1.976 3.416 -7.449
H 4.991 3.196 -6.958
H 3.747 2.289 -6.093
H 1.762 4.657 -2.549
H 0.952 5.761 -3.683
H 2.146 6.396 -2.527

[2]
Computed, not measured: a cluster of 8 separate species, C18H38Br12N2O2 in total in a non-equilibrium geometry, with wB97M-V/def2-TZVPD.

The frontier orbital gap comes out at 9.70 eV. Its energy above the lowest of the compared OMol25 structures with the same formula, charge and spin is 36.0 kJ/mol. Its SMILES is CN(C)C=O.CN(C)C=O.BrCCBr.BrCCBr.BrCCBr.BrCCBr.BrCCBr.BrCCBr. The multiplicity is 1.

Atoms and positions in Å:
Br 0.551 3.552 -6.889
C 1.086 2.512 -5.244
C 0.691 3.363 -4.060
Br -1.209 3.755 -3.916
H 2.149 2.358 -5.384
H 0.586 1.548 -5.253
H 1.195 4.323 -4.113
H 0.955 2.868 -3.124
Br -1.689 -1.460 4.398
C 0.077 -0.865 3.747
C 1.069 -1.995 3.775
Br 2.620 -1.523 2.681
H 0.402 -0.002 4.319
H -0.094 -0.507 2.735
H 0.650 -2.920 3.399
H 1.488 -2.103 4.771
Br -5.297 -4.553 -3.039
C -5.338 -2.585 -2.882
C -3.929 -2.147 -3.161
Br -3.811 -0.189 -2.954
H -5.731 -2.377 -1.895
H -6.010 -2.156 -3.621
H -3.594 -2.377 -4.166
H -3.180 -2.492 -2.456
Br 0.762 2.508 -0.361
C 0.334 0.629 0.099
C -0.245 -0.146 -1.059
Br -1.356 -1.578 -0.329
H -0.295 0.718 0.979
H 1.301 0.244 0.410
H 0.580 -0.509 -1.661
H -0.909 0.503 -1.626
Br -2.791 3.998 0.233
C -3.268 2.690 1.629
C -4.181 3.322 2.650
Br -5.006 1.967 3.818
H -2.300 2.396 2.028
H -3.716 1.809 1.177
H -4.990 3.842 2.144
H -3.669 4.028 3.295
Br 4.413 -1.325 -7.586
C 4.117 -0.336 -5.906
C 3.135 -1.168 -5.099
Br 2.556 -0.125 -3.559
H 3.706 0.613 -6.230
H 5.059 -0.235 -5.383
H 3.660 -2.073 -4.801
H 2.235 -1.463 -5.626
C 1.231 3.029 2.979
O 0.264 2.339 3.217
N 1.469 4.255 3.508
C 2.750 4.891 3.351
C 0.446 4.947 4.254
H 2.043 2.745 2.295
H 3.147 5.225 4.317
H 2.656 5.827 2.790
H 3.528 4.269 2.917
H 0.604 4.932 5.334
H 0.478 6.007 3.979
H -0.539 4.578 3.987
C 2.038 -5.301 0.891
O 2.177 -4.409 0.080
N 0.925 -5.573 1.589
C -0.321 -4.849 1.403
C 0.862 -6.604 2.601
H 2.883 -5.974 1.105
H -0.140 -4.044 0.686
H -0.656 -4.327 2.298
H -1.024 -5.530 0.922
H 0.474 -6.337 3.588
H 0.114 -7.337 2.267
H 1.822 -7.098 2.740

[3]
Computed, not measured: a cluster of 8 separate species, C18H38Cl9N5O5 in total in a non-equilibrium geometry, with wB97M-V/def2-TZVPD.

The frontier orbital gap comes out at 9.05 eV. Its SMILES is ClC(Cl)Cl.ClC(Cl)Cl.ClC(Cl)Cl.CNC(C)=O.CNC(C)=O.CNC(C)=O.CNC(C)=O.CNC(C)=O. The multiplicity is 1.

Atoms and positions in Å:
C 2.198 -0.374 4.978
Cl 3.423 0.582 4.151
Cl 1.866 0.238 6.599
Cl 2.616 -2.114 5.043
H 1.259 -0.365 4.464
C -2.096 4.248 -1.277
Cl -3.335 3.672 -0.162
Cl -2.035 5.998 -1.325
Cl -2.371 3.641 -2.899
H -1.152 3.824 -0.928
C -2.602 -1.136 -1.211
Cl -3.412 -2.598 -0.577
Cl -3.127 0.321 -0.515
Cl -2.731 -1.060 -2.991
H -1.555 -1.275 -0.961
C -0.660 3.072 4.182
C 0.032 4.285 3.612
O 0.344 5.206 4.382
N 0.254 4.292 2.286
C 1.041 5.335 1.660
H -1.030 2.336 3.447
H -1.474 3.389 4.833
H 0.061 2.542 4.823
H 0.074 3.451 1.779
H 1.404 4.863 0.737
H 1.925 5.663 2.223
H 0.438 6.224 1.453
C 4.198 0.412 -7.617
C 3.056 0.762 -6.748
O 2.734 1.924 -6.595
N 2.306 -0.251 -6.175
C 1.025 -0.091 -5.521
H 3.773 0.404 -8.628
H 4.765 -0.495 -7.399
H 4.756 1.346 -7.500
H 2.442 -1.152 -6.608
H 0.175 0.427 -6.032
H 1.128 0.499 -4.602
H 0.695 -1.096 -5.225
C -0.563 -3.737 -3.219
C -0.174 -3.358 -1.840
O 0.191 -2.200 -1.595
N -0.271 -4.344 -0.935
C 0.094 -4.151 0.429
H -0.537 -2.814 -3.807
H -1.570 -4.148 -3.247
H 0.178 -4.493 -3.584
H -0.559 -5.232 -1.294
H -0.192 -3.156 0.753
H 1.164 -4.328 0.593
H -0.389 -4.879 1.047
C -0.728 -2.977 6.026
C -1.108 -2.364 4.684
O -0.291 -1.808 3.885
N -2.394 -2.496 4.354
C -2.966 -2.194 3.029
H 0.131 -3.600 5.875
H -1.586 -3.547 6.411
H -0.513 -2.173 6.721
H -2.963 -2.945 5.058
H -4.053 -2.343 3.047
H -2.487 -2.798 2.258
H -2.751 -1.170 2.758
C 0.868 1.477 -2.320
C 0.484 1.508 -0.823
O 0.268 2.591 -0.313
N 0.358 0.330 -0.182
C -0.231 0.133 1.124
H 1.395 2.423 -2.458
H -0.072 1.522 -2.871
H 1.477 0.598 -2.562
H 0.511 -0.517 -0.692
H -1.083 -0.545 1.139
H -0.488 1.095 1.545
H 0.445 -0.304 1.849

[4]
Computed, not measured: a cluster of 2 separate species, C18H38N2O5 in total in a non-equilibrium geometry, with wB97M-V/def2-TZVPD.

The frontier orbital gap comes out at 2.86 eV. Its energy above the lowest of the compared OMol25 structures with the same formula, charge and spin is 1237.7 kJ/mol. The multiplicity is 1.

Atoms and positions in Å:
C -0.032 2.363 1.813
C 0.278 1.628 0.343
O -0.638 1.918 -0.622
O 1.414 0.712 0.143
C 2.635 1.426 -0.278
C 2.564 1.573 -1.917
C 3.345 2.882 -2.522
C 2.257 3.651 -3.533
C 1.784 2.720 -4.798
C 0.236 2.148 -4.680
C 0.288 0.513 -4.796
C -0.359 -0.295 -3.524
N 0.036 -1.780 -3.555
C 1.457 -1.975 -3.074
O 1.623 -1.953 -1.606
C 2.908 -2.630 -1.229
C 3.032 -3.720 0.017
O 4.065 -2.412 -1.914
H -0.436 1.512 2.509
H 0.911 2.926 2.215
H -0.919 3.150 1.707
H 3.540 0.684 -0.046
H 2.839 2.426 0.296
H 2.922 0.566 -2.448
H 1.429 1.688 -2.198
H 3.732 3.605 -1.669
H 4.230 2.481 -3.214
H 2.709 4.696 -3.890
H 1.317 3.905 -2.881
H 1.805 3.390 -5.785
H 2.592 1.889 -4.956
H -0.505 2.647 -5.467
H -0.177 2.494 -3.615
H -0.377 0.224 -5.745
H 1.358 0.092 -5.013
H -0.044 0.102 -2.469
H -1.545 -0.167 -3.578
H 1.784 -3.071 -3.417
H 2.246 -1.248 -3.540
H 4.129 -4.190 0.019
H 2.912 -3.221 1.083
H 2.299 -4.636 -0.088
C -2.463 -2.750 3.787
N -2.799 -1.260 3.695
C -2.752 -0.855 2.223
C -1.759 -0.460 4.459
C -4.233 -0.978 4.218
C -4.456 -1.292 5.708
O -4.239 -2.669 5.983
H -1.574 -2.937 3.176
H -2.232 -3.005 4.823
H -3.310 -3.325 3.405
H -1.743 -1.042 1.841
H -2.993 0.209 2.149
H -3.485 -1.455 1.674
H -1.738 -0.799 5.497
H -2.029 0.599 4.404
H -0.782 -0.631 3.996
H -4.907 -1.582 3.600
H -4.433 0.084 4.030
H -5.494 -1.058 5.969
H -3.805 -0.693 6.349
H -4.420 -2.813 6.934

[5]
Computed, not measured: a structure of composition C18H38O16Tl in a non-equilibrium geometry, with wB97M-V/def2-TZVPD.

The charge is +1. The frontier orbital gap comes out at 3.93 eV. Its energy above the lowest of the compared OMol25 structures with the same formula, charge and spin is 486.9 kJ/mol. The multiplicity is 1.

Atoms and positions in Å:
Tl 0.136 -7.398 -0.622
C 0.063 -0.062 0.897
C 0.244 1.055 0.051
C 0.445 1.044 -1.447
O 0.468 1.979 -2.308
C 0.741 -0.155 -1.981
C 0.785 -1.454 -1.182
C 0.426 -1.343 0.354
O 0.581 -2.377 0.940
O 1.077 -2.554 -1.646
O 0.207 2.121 0.741
H -0.030 0.116 1.958
H 0.736 -0.215 -3.059
C 2.229 3.177 -7.729
C 1.427 4.454 -7.709
O 0.159 4.365 -7.142
O 2.943 3.021 -6.491
H 2.937 3.384 -8.531
H 1.623 2.306 -7.981
H 1.025 4.663 -8.700
H 1.969 5.336 -7.370
H 0.359 4.118 -6.236
H 2.242 2.739 -5.899
C -4.563 -4.671 -0.211
C -3.965 -4.185 -1.516
O -3.363 -5.291 -2.219
O -3.525 -5.233 0.661
H -5.479 -5.262 -0.196
H -5.048 -3.794 0.218
H -3.103 -3.519 -1.469
H -4.689 -3.700 -2.171
H -3.760 -5.245 -3.092
H -3.906 -5.400 1.526
C 3.885 -0.976 6.737
C 3.856 0.005 5.568
O 3.007 0.994 5.718
O 2.797 -1.853 6.846
H 3.714 -0.490 7.698
H 4.708 -1.642 6.997
H 3.798 -0.470 4.589
H 4.880 0.366 5.475
H 2.200 0.580 6.033
H 2.990 -2.777 6.669
C 1.602 7.955 -1.984
C 2.586 7.683 -3.014
O 3.826 8.413 -2.675
O 1.905 7.173 -0.884
H 0.683 7.555 -2.411
H 1.420 9.011 -1.784
H 2.170 7.879 -4.003
H 2.821 6.626 -3.133
H 4.054 8.874 -3.485
H 1.656 6.292 -1.173
C -4.775 1.888 -1.176
C -4.597 3.273 -0.623
O -3.816 4.161 -1.431
O -5.573 1.054 -0.384
H -3.855 1.382 -1.470
H -5.260 1.984 -2.147
H -4.048 3.020 0.284
H -5.569 3.656 -0.311
H -2.874 4.005 -1.326
H -6.437 1.465 -0.462
C 0.983 -7.265 5.585
C 0.109 -7.935 6.701
O 0.895 -8.647 7.516
O 0.975 -8.044 4.402
H 1.932 -7.108 6.098
H 0.628 -6.336 5.139
H -0.862 -8.360 6.446
H -0.207 -7.054 7.259
H 1.271 -9.394 7.045
H 1.134 -8.962 4.631

[6]
Computed, not measured: a structure of composition C18H38O6P2Tc in a non-equilibrium geometry, with wB97M-V/def2-TZVPD.

The charge is +4. The frontier orbital gap (alpha / beta) comes out at 5.20 / 2.83 eV. Its energy above the lowest of the compared OMol25 structures with the same formula, charge and spin is 0.0 kJ/mol. As for the expectation value of S²: 3.78. The multiplicity is 4.

Atoms and positions in Å:
Tc -0.365 0.188 0.943
C 0.227 -1.548 1.808
O 0.557 -2.547 2.318
C -2.294 -0.131 1.014
O -3.457 -0.285 1.072
C -0.388 1.692 -0.350
O -0.413 2.558 -1.137
C -1.362 -3.203 -2.133
P -0.681 -1.452 -2.212
H 0.676 -2.169 -4.051
H -0.600 -3.717 -1.527
C -1.863 -0.625 -3.433
H -2.240 -1.430 -4.091
C -1.511 -4.018 -3.423
H -0.568 -4.145 -3.964
H -2.254 -3.599 -4.110
H -1.860 -5.026 -3.159
C -2.670 -3.198 -1.334
H -3.513 -2.839 -1.940
C 1.644 -0.383 -3.275
H -2.589 -2.571 -0.437
H -2.898 -4.222 -1.005
C 1.781 -2.708 -2.259
H 1.246 0.403 -2.612
H 2.717 -0.493 -3.065
H 1.530 -0.030 -4.308
C 0.932 -1.726 -3.071
H 2.780 -2.773 -2.701
H 1.355 -3.718 -2.253
H 1.880 -2.366 -1.219
C -1.287 0.493 -4.317
H -0.806 1.278 -3.711
H -2.108 0.971 -4.878
H -0.572 0.131 -5.065
C -3.017 -0.044 -2.615
H -2.681 0.837 -2.049
H -3.426 -0.760 -1.899
H -3.838 0.265 -3.274
H 0.294 -0.711 -0.682
H 0.906 -0.043 0.298
C -2.088 1.960 4.216
C -1.528 2.909 3.187
O -0.062 2.828 3.072
P 0.810 1.619 2.524
O 1.353 0.847 3.827
C 1.400 1.380 5.194
C 2.076 2.713 5.373
O 2.100 2.382 1.892
C 3.298 1.582 1.586
C 4.293 2.459 0.886
H -1.841 0.908 4.017
H -3.176 2.070 4.174
H -1.776 2.254 5.222
H -1.974 2.709 2.201
H -1.697 3.963 3.426
H 0.380 1.413 5.598
H 1.955 0.603 5.729
H 1.480 3.542 4.983
H 2.199 2.857 6.455
H 3.070 2.738 4.920
H 3.699 1.224 2.552
H 3.072 0.696 0.958
H 4.398 3.442 1.349
H 5.264 1.964 0.929
H 4.032 2.604 -0.164